# 1
{
  "formula": "C20H30F12MnO15P2",
  "method": "ωB97M-V/def2-TZVPD",
  "multiplicity": 6,
  "e_lumo_ev": [-0.02, -0.02],
  "s_squared": 8.75,
  "orbital_gap_ev": [10.339, 10.608],
  "species": ["Mn", "P", "F", "F", "F", "F", "F", "F", "P", "F", "F", "F", "F", "F", "F", "C", "C", "C", "O", "C", "O", "O", "H", "H", "H", "H", "H", "H", "C", "C", "C", "O", "C", "O", "O", "H", "H", "H", "H", "H", "H", "C", "C", "C", "O", "C", "O", "O", "H", "H", "H", "H", "H", "H", "C", "C", "C", "O", "C", "O", "O", "H", "H", "H", "H", "H", "H", "C", "C", "C", "O", "C", "O", "O", "H", "H", "H", "H", "H", "H"],
  "coordinates": [[0.518, 1.574, -0.102], [-2.520, 3.684, -0.086], [-3.927, 4.514, 0.127], [-3.367, 2.365, 0.206], [-2.718, 3.651, -1.699], [-1.252, 2.670, -0.259], [-1.598, 5.001, -0.381], [-2.197, 3.801, 1.493], [2.214, 3.294, -1.780], [0.895, 3.914, -2.267], [1.592, 1.727, -1.839], [2.686, 3.112, -3.338], [3.498, 2.618, -1.113], [2.814, 4.714, -1.843], [1.697, 3.420, -0.270], [3.860, -2.139, -4.576], [2.667, -2.462, -3.601], [2.717, -3.442, -2.395], [2.009, -2.859, -1.321], [1.790, -1.562, -1.554], [1.367, -0.719, -0.723], [2.311, -1.266, -2.814], [3.456, -1.318, -5.168], [4.003, -3.032, -5.185], [4.691, -1.646, -4.072], [1.792, -2.623, -4.231], [3.736, -3.729, -2.139], [2.256, -4.397, -2.647], [-2.291, -1.524, -5.420], [-2.445, -0.047, -4.843], [-3.560, 0.237, -3.759], [-2.913, 0.837, -2.698], [-1.600, 0.693, -2.836], [-0.798, 1.081, -2.008], [-1.328, 0.070, -4.054], [-2.014, -2.298, -4.705], [-1.591, -1.562, -6.255], [-3.108, -1.884, -6.046], [-2.424, 0.734, -5.602], [-4.181, -0.599, -3.439], [-4.280, 1.001, -4.053], [2.646, -2.850, 3.767], [3.027, -1.369, 3.897], [4.352, -1.026, 3.175], [3.988, -0.012, 2.241], [2.656, 0.155, 2.195], [2.023, 0.835, 1.315], [2.085, -0.746, 2.983], [3.088, -3.370, 4.617], [2.996, -3.360, 2.870], [1.569, -2.817, 3.933], [2.915, -0.834, 4.840], [4.742, -1.973, 2.801], [5.124, -0.741, 3.890], [-1.316, 1.474, 6.169], [-0.790, 2.743, 5.638], [0.766, 2.942, 5.474], [1.013, 2.634, 4.137], [-0.088, 2.480, 3.507], [-0.197, 2.129, 2.365], [-1.131, 2.794, 4.342], [-1.217, 1.500, 7.254], [-0.788, 0.656, 5.678], [-2.369, 1.246, 6.005], [-1.144, 3.656, 6.116], [1.360, 2.475, 6.259], [0.991, 4.007, 5.537], [-3.521, -3.056, -1.553], [-3.383, -2.019, -0.458], [-3.237, -2.464, 1.032], [-2.243, -1.618, 1.659], [-1.672, -0.966, 0.630], [-0.805, -0.079, 0.769], [-2.180, -1.380, -0.618], [-4.433, -3.629, -1.389], [-2.542, -3.535, -1.511], [-3.459, -2.654, -2.564], [-4.043, -1.152, -0.442], [-3.180, -3.551, 1.074], [-4.061, -2.126, 1.660]],
  "forces_ev_per_angstrom": [[-0.88, -0.97, 0.89], [-1.29, 2.25, 0.15], [1.23, 0.16, -0.46], [-0.54, -0.95, -0.47], [-0.61, -0.81, 0.50], [1.23, 0.31, 0.18], [-0.43, -0.66, 0.84], [0.09, 0.25, -0.29], [2.03, -0.54, -2.84], [-2.89, -0.30, -0.59], [0.12, 0.52, -0.29], [0.26, -1.04, 0.77], [1.05, 0.04, -0.81], [1.78, 1.77, 1.28], [-1.22, 0.19, 1.82], [-1.92, 0.39, 1.52], [-0.32, 1.23, 1.32], [0.72, -1.43, -1.78], [-0.44, 0.13, 0.50], [0.82, 3.33, 0.42], [1.30, -3.84, -3.37], [-0.87, 0.64, 1.08], [-0.07, -0.24, -0.43], [0.62, 0.26, 0.04], [0.35, -0.86, 0.10], [-0.04, -0.40, 0.03], [0.15, 0.57, 0.47], [-0.34, 0.09, 0.05], [-0.85, 0.97, -1.30], [-1.33, -2.19, 0.24], [-1.70, 0.32, -1.94], [1.10, -0.24, 0.92], [1.49, 0.70, 0.92], [-1.41, -1.80, -2.55], [2.46, 1.43, 2.82], [-0.11, 0.43, 0.27], [0.93, 0.51, 0.49], [-0.96, 0.14, 0.69], [-0.19, -0.23, -0.23], [0.46, -0.45, 0.06], [-0.05, -0.16, -0.67], [0.24, 0.78, 2.19], [0.13, -0.10, -2.45], [-0.39, -0.69, 1.68], [0.62, 0.71, -0.22], [-2.26, 0.45, -4.20], [3.40, -2.33, 4.23], [-1.00, 1.27, 0.33], [-0.04, -0.28, 0.08], [-0.36, 0.52, -0.17], [-0.03, -0.71, -0.41], [-0.05, -0.67, 0.26], [-0.07, 0.40, -1.24], [-0.09, 0.87, -0.23], [0.02, -1.00, 1.43], [1.68, 1.34, 1.07], [-0.83, 1.48, 1.93], [3.25, -1.09, 0.98], [-3.06, -0.27, -2.01], [-0.05, 0.41, 0.77], [-1.21, 0.04, -4.62], [0.39, -0.59, 0.13], [0.26, -0.24, 0.40], [-0.08, 0.72, -0.39], [-0.38, -0.25, 0.36], [0.26, -0.70, -0.66], [-0.14, 0.14, 0.36], [0.50, 0.56, 0.62], [-1.01, 1.04, 1.46], [-2.49, 0.04, 0.49], [0.92, -0.57, -2.47], [2.61, 2.87, -0.91], [-3.08, -3.28, -0.42], [4.07, 1.89, 1.58], [0.42, -0.46, -0.26], [-0.37, -1.15, 0.28], [-0.67, 0.53, 0.16], [-1.17, -0.54, -0.51], [1.08, 0.04, 0.60], [-0.76, -0.72, -0.57]],
  "lowdin_charge": [1.03, 0.20, -0.18, -0.15, -0.15, -0.22, -0.15, -0.15, 0.08, -0.07, -0.22, -0.15, -0.12, -0.08, -0.14, 0.00, -0.24, -0.10, 0.08, -0.41, 0.07, 0.05, 0.08, 0.08, 0.09, 0.14, 0.13, 0.13, -0.01, -0.27, -0.09, 0.08, -0.44, 0.10, 0.06, 0.07, 0.07, 0.07, 0.15, 0.12, 0.14, -0.01, -0.25, -0.08, 0.11, -0.42, 0.03, 0.07, 0.08, 0.09, 0.09, 0.16, 0.13, 0.13, -0.02, -0.38, -0.06, 0.12, -0.54, 0.14, 0.09, 0.09, 0.10, 0.10, 0.16, 0.13, 0.13, 0.01, -0.35, -0.06, 0.10, -0.38, 0.07, 0.04, 0.10, 0.10, 0.06, 0.16, 0.13, 0.14]
}

# 2
{
  "formula": "C20H30F3IrN4O5S3",
  "method": "ωB97M-V/def2-TZVPD",
  "e_lumo_ev": -7.42,
  "charge": 2,
  "orbital_gap_ev": 7.288,
  "species": ["Ir", "F", "C", "F", "F", "C", "C", "C", "C", "N", "C", "S", "H", "H", "H", "C", "C", "C", "S", "O", "C", "C", "C", "H", "H", "H", "H", "H", "H", "H", "H", "H", "H", "H", "H", "H", "H", "C", "C", "S", "O", "O", "C", "C", "N", "C", "N", "C", "C", "N", "O", "O", "C", "H", "H", "H", "H", "H", "H", "H", "H", "H", "H", "H", "H", "H"],
  "coordinates": [[-1.122, 0.085, 1.509], [1.650, -2.237, -2.268], [0.886, -3.215, -1.769], [-0.292, -3.172, -2.411], [1.464, -4.382, -2.022], [0.674, -3.012, -0.287], [1.074, -3.926, 0.667], [0.828, -3.690, 2.022], [0.193, -2.533, 2.404], [-0.169, -1.642, 1.462], [0.041, -1.857, 0.154], [-0.645, -0.466, -0.640], [1.577, -4.833, 0.357], [1.133, -4.401, 2.775], [-0.031, -2.292, 3.434], [-3.373, -3.517, -0.772], [-4.794, -2.996, -0.608], [-4.919, -1.984, 0.526], [-4.000, -0.473, 0.129], [-3.093, -0.254, 1.413], [-5.228, 0.848, 0.298], [-5.048, 1.903, -0.787], [-3.637, 2.479, -0.833], [-3.318, -4.247, -1.577], [-3.032, -4.005, 0.145], [-2.673, -2.714, -1.018], [-5.477, -3.814, -0.377], [-5.154, -2.555, -1.541], [-4.451, -2.344, 1.445], [-5.950, -1.712, 0.744], [-5.055, 1.258, 1.296], [-6.212, 0.384, 0.279], [-5.765, 2.696, -0.570], [-5.330, 1.489, -1.757], [-3.306, 2.775, 0.167], [-3.604, 3.367, -1.460], [-2.916, 1.766, -1.244], [5.201, 0.404, -2.934], [4.320, 1.624, -2.700], [3.572, 1.558, -1.081], [4.485, 0.950, -0.146], [2.233, 1.011, -1.197], [3.357, 3.267, -0.558], [3.207, 3.358, 0.964], [2.403, 2.267, 1.550], [1.096, 2.067, 1.332], [0.703, 0.911, 1.881], [1.823, 0.329, 2.437], [2.859, 1.166, 2.245], [4.206, 0.941, 2.731], [4.978, 1.871, 2.742], [4.412, -0.176, 3.144], [0.201, 2.980, 0.581], [5.646, 0.484, -3.924], [4.621, -0.517, -2.895], [5.995, 0.349, -2.194], [3.487, 1.675, -3.400], [4.889, 2.552, -2.757], [2.496, 3.656, -1.101], [4.238, 3.840, -0.846], [2.739, 4.302, 1.241], [4.175, 3.309, 1.445], [1.824, -0.597, 2.978], [0.559, 4.007, 0.618], [-0.798, 2.969, 1.020], [0.146, 2.664, -0.462]],
  "forces_ev_per_angstrom": [[0.04, -0.04, 0.37], [0.00, -0.01, 0.00], [0.03, 0.04, 0.00], [-0.02, 0.00, -0.01], [0.01, -0.03, -0.01], [-0.06, 0.11, 0.01], [0.01, -0.03, 0.05], [0.03, -0.04, 0.02], [-0.06, 0.07, -0.09], [-0.03, -0.14, 0.05], [0.02, 0.09, 0.11], [0.05, 0.07, -0.25], [0.00, 0.00, -0.01], [0.00, -0.01, -0.01], [0.00, -0.01, 0.00], [0.03, -0.03, 0.01], [-0.01, 0.02, 0.00], [-0.02, 0.02, 0.10], [0.07, -0.11, 0.01], [-0.17, 0.04, -0.16], [0.01, -0.02, 0.07], [-0.01, 0.02, 0.04], [0.02, 0.06, 0.04], [0.00, 0.00, -0.01], [0.00, 0.00, 0.00], [-0.02, 0.01, -0.01], [0.01, -0.01, -0.01], [-0.01, -0.01, -0.01], [-0.02, 0.01, 0.01], [0.00, -0.01, 0.00], [-0.02, -0.06, 0.03], [-0.01, 0.03, -0.06], [-0.01, -0.02, -0.01], [0.04, 0.02, -0.02], [-0.02, 0.03, 0.01], [0.02, -0.02, -0.04], [0.00, -0.03, 0.01], [-0.03, -0.02, -0.01], [-0.03, 0.03, -0.01], [-0.02, 0.03, -0.06], [0.01, 0.02, 0.01], [0.05, -0.04, 0.08], [-0.04, -0.01, 0.01], [0.00, 0.03, 0.01], [-0.04, 0.00, -0.01], [-0.13, 0.04, 0.12], [0.33, -0.08, -0.40], [-0.18, 0.09, 0.15], [0.06, -0.06, -0.10], [-0.07, 0.02, 0.22], [0.02, 0.01, -0.03], [0.04, -0.03, -0.08], [0.07, -0.01, -0.05], [0.00, -0.01, 0.00], [0.00, 0.00, 0.00], [0.01, 0.00, -0.01], [0.00, 0.05, 0.00], [0.04, -0.02, 0.04], [-0.01, -0.01, 0.00], [0.02, -0.02, 0.00], [0.02, 0.00, -0.03], [0.00, 0.00, -0.02], [0.03, -0.05, -0.01], [-0.01, 0.00, 0.01], [-0.01, 0.00, -0.03], [-0.01, 0.00, -0.02]],
  "lowdin_charge": [1.15, 0.17, -0.60, 0.15, 0.19, -0.07, 0.07, 0.01, -0.07, -0.16, -0.58, 0.80, 0.15, 0.13, 0.14, -0.10, -0.28, -0.31, 1.03, -0.70, -0.31, -0.27, -0.11, 0.09, 0.09, 0.03, 0.13, 0.12, 0.11, 0.10, 0.11, 0.10, 0.13, 0.12, 0.07, 0.09, 0.05, -0.10, -0.28, 0.68, -0.28, -0.35, -0.18, -0.09, 0.07, -0.32, -0.08, 0.00, -0.12, -0.33, 0.12, 0.14, 0.02, 0.09, 0.08, 0.08, 0.11, 0.11, 0.11, 0.12, 0.14, 0.12, 0.12, 0.10, 0.08, 0.09]
}

How do the records compare in energy relative to the best compared isomer or geometry (same formula, charge and spin)? In the order shown, they have 540.0; 0.0 kJ/mol.